C40H62Br8N6O2 | the ωB97M-V functional and the def2-TZVPD basis

**M**: 1298.2 g/mol
**Calculated total energy**: -615859.641 eV
**SMILES**: c1cc[nH]c1.c1cc[nH]c1.c1cc[nH]c1.c1cc[nH]c1.c1cc[nH]c1.c1cc[nH]c1.C1CCOC1.C1CCOC1.BrCCBr.BrCCBr.BrCCBr.BrCCBr

```
118
Properties=species:S:1:pos:R:3:forces:R:3
C 4.0936 -2.7258 -3.8777 -0.54 0.21 0.23
C 5.4753 -2.1470 -4.1694 0.34 0.06 0.17
C 5.2192 -0.6292 -4.3633 0.03 -0.85 0.42
O 3.8826 -0.3980 -3.9049 0.35 0.46 -0.71
C 3.3973 -1.5217 -3.2389 -0.79 -0.86 0.76
H 4.1394 -3.5955 -3.2227 -0.08 0.03 0.03
H 3.5279 -3.0054 -4.7727 0.37 0.00 -0.14
H 5.9523 -2.6619 -5.0063 -0.02 0.35 -0.10
H 6.1533 -2.2636 -3.3176 -0.25 -0.22 0.03
H 5.3729 -0.3866 -5.4160 -0.46 0.49 0.09
H 5.8665 -0.0256 -3.7240 0.29 -0.02 -0.27
H 2.3060 -1.4758 -3.3130 0.04 -0.33 -0.40
H 3.5317 -1.5486 -2.1394 0.64 0.47 -0.19
C -0.2041 -0.1590 -0.3987 -0.37 0.98 -0.71
C -0.4858 0.1968 1.0320 -0.26 -0.16 1.46
C 0.9047 0.1807 1.6779 -0.12 0.25 -0.14
O 1.8385 0.4361 0.6237 -0.03 -0.20 -0.22
C 1.1597 0.5032 -0.6164 -0.01 -0.75 -0.70
H -0.9738 0.2598 -1.0500 0.15 -0.04 -0.12
H -0.1580 -1.2177 -0.6348 0.09 -0.23 0.34
H -1.1654 -0.4761 1.5702 0.16 -0.17 -0.23
H -0.9620 1.1752 1.1511 0.28 0.14 -0.33
H 1.1097 -0.7888 2.1318 0.14 -0.01 0.03
H 1.0757 0.9881 2.3843 -0.32 -0.65 0.33
H 1.6902 -0.0934 -1.3642 0.34 0.27 0.07
H 1.1347 1.5440 -0.9611 -0.36 -0.05 0.04
Br -1.9005 0.4501 5.0345 -0.03 -0.06 -0.06
C -3.2550 -0.6035 4.1071 0.10 0.48 -0.32
C -4.5259 -0.5814 4.9075 0.29 -1.01 0.48
Br -5.9127 -1.5026 3.8887 -0.11 0.30 0.02
H -2.8398 -1.5958 3.9808 -0.08 -0.15 0.12
H -3.3920 -0.1544 3.1276 0.04 0.18 -0.02
H -4.8339 0.3976 5.2463 -0.24 0.19 -0.41
H -4.4059 -1.2159 5.7822 0.00 0.14 0.11
Br 0.3299 0.5507 -3.9869 -0.06 -0.12 -0.21
C -0.1204 -0.2415 -5.7072 0.33 0.23 -0.68
C -1.5227 -0.7528 -5.6824 -0.73 -0.54 1.11
Br -2.1846 -1.1994 -7.4470 0.11 0.07 0.03
H 0.6001 -1.0253 -5.9246 0.05 -0.11 0.23
H 0.0138 0.5036 -6.4874 -0.03 0.28 0.24
H -2.2371 -0.0839 -5.2030 0.14 0.37 -0.43
H -1.5938 -1.6492 -5.0609 0.10 -0.17 -0.33
Br 4.4743 2.4718 -2.5453 0.00 0.24 0.15
C 2.7551 3.3959 -2.5648 0.38 0.01 0.31
C 2.4765 3.9820 -1.2050 -0.40 0.10 -0.05
Br 0.6474 4.6985 -1.2439 0.09 -0.01 0.05
H 2.0278 2.6549 -2.8647 -0.13 0.00 -0.10
H 2.8449 4.1990 -3.2850 -0.11 -0.10 -0.25
H 3.1224 4.8237 -0.9905 0.10 0.01 0.08
H 2.4823 3.2750 -0.3837 0.15 -0.17 -0.05
Br -1.5950 -4.7149 -5.9344 0.35 -0.04 0.11
C -0.9713 -4.8582 -4.0807 -0.89 -0.02 -0.14
C 0.3038 -4.1143 -3.8462 0.36 0.29 -0.72
Br 0.6139 -3.9889 -1.9543 0.23 -0.10 0.36
H -0.8872 -5.9126 -3.8445 0.12 -0.08 -0.08
H -1.8152 -4.4576 -3.5294 0.16 0.16 0.24
H 0.3092 -3.0896 -4.2115 -0.35 0.01 0.01
H 1.1368 -4.6094 -4.3431 0.08 -0.11 0.31
N -4.9937 -2.7765 -0.2377 -0.31 -0.05 0.31
C -4.5819 -3.7582 -1.0916 0.18 0.31 -0.49
C -3.2965 -4.0886 -0.7578 -0.31 -0.47 -0.08
C -2.9611 -3.3310 0.3909 0.78 0.31 -0.01
C -4.0213 -2.5326 0.6880 -0.01 0.17 -0.17
H -5.9192 -2.4060 -0.1898 -0.25 0.18 -0.06
H -5.1501 -4.0383 -1.9664 -0.18 -0.13 0.27
H -2.7491 -4.8577 -1.2737 0.34 0.08 0.10
H -2.0094 -3.2234 0.8867 0.06 -0.39 0.01
H -4.1063 -1.7839 1.4525 -0.28 0.06 0.03
N 1.1981 3.8244 4.7122 -0.38 0.15 0.75
C 1.0326 2.7790 3.8489 0.08 0.65 0.21
C 1.3024 3.2704 2.5962 0.26 -0.78 -0.34
C 1.6419 4.6364 2.7144 -0.18 0.38 0.29
C 1.5315 4.9566 4.0467 0.34 0.17 -0.60
H 0.9007 3.8533 5.6703 0.09 -0.34 0.10
H 0.7796 1.8129 4.2412 -0.06 -0.19 -0.14
H 1.3679 2.6348 1.7236 -0.09 0.46 -0.14
H 1.8840 5.3363 1.9346 0.07 -0.06 -0.14
H 1.7019 5.8855 4.5605 -0.07 0.06 0.05
N -4.8907 3.2591 1.6356 -0.47 -0.28 -0.48
C -5.8480 2.7039 0.8114 0.58 0.19 0.23
C -5.2697 1.6300 0.1992 0.19 -0.73 -0.44
C -3.9170 1.5327 0.6315 0.04 0.60 0.88
C -3.7246 2.5557 1.5340 -0.10 0.07 0.24
H -5.0010 4.1303 2.1099 0.02 0.16 0.25
H -6.8165 3.1548 0.7131 -0.15 -0.05 0.00
H -5.7241 0.9190 -0.4765 -0.13 0.29 -0.07
H -3.1484 0.8220 0.3890 -0.17 -0.26 -0.23
H -2.9208 2.8223 2.2055 0.24 -0.11 -0.34
N 5.5003 1.4016 4.1865 0.78 0.20 0.39
C 5.7790 0.0991 3.8912 0.42 -0.34 0.05
C 5.0179 -0.2668 2.8249 -0.34 0.25 0.14
C 4.2452 0.8747 2.4802 -0.17 -0.41 -1.05
C 4.5983 1.9105 3.2945 -0.24 -0.24 -0.31
H 6.0610 1.9133 4.8382 -0.10 0.32 0.12
H 6.5391 -0.4514 4.4188 -0.08 0.05 0.19
H 4.9891 -1.2266 2.3450 0.01 -0.13 -0.02
H 3.5572 0.8706 1.6475 0.02 0.34 0.18
H 4.2941 2.9395 3.2305 -0.02 0.10 0.38
N -4.5630 -0.7573 -3.7976 -0.27 -0.49 0.25
C -3.6702 -0.6349 -2.7699 -0.14 -0.17 0.30
C -3.2780 0.6650 -2.7423 0.73 0.80 -0.24
C -3.9162 1.3412 -3.8123 -0.61 0.28 0.39
C -4.7619 0.4448 -4.4015 0.26 -0.02 -0.67
H -5.0988 -1.5836 -3.9653 -0.08 -0.19 -0.19
H -3.4601 -1.4573 -2.1073 0.12 -0.10 -0.04
H -2.5446 1.1487 -2.1217 -0.05 -0.21 0.27
H -3.8816 2.3975 -4.0103 0.19 0.04 -0.17
H -5.3861 0.5266 -5.2748 -0.13 0.06 0.07
N 2.6658 0.0915 5.2725 0.64 0.38 0.11
C 2.0511 -1.0654 4.9058 0.20 0.10 -0.64
C 1.2359 -1.4494 5.9228 0.06 -0.23 0.75
C 1.4539 -0.5353 6.9956 -0.91 -0.41 0.06
C 2.3161 0.4155 6.5500 0.28 0.30 0.06
H 3.3460 0.6131 4.7323 -0.24 -0.27 -0.11
H 2.3009 -1.5444 3.9731 -0.16 0.13 -0.04
H 0.5870 -2.3057 5.9472 0.02 -0.14 -0.05
H 0.9795 -0.5915 7.9606 0.02 0.14 0.06
H 2.7249 1.2774 7.0553 0.01 -0.03 -0.13
```
Forces are in eV/Å.